1.
{
  "formula": "C2H9N4O",
  "method": "the ωB97M-V functional and the def2-TZVPD basis",
  "smiles": "[H]/N=C(/[NH3+])N(N)OC",
  "relative_energy_kcal_mol": 142.7,
  "lumo_energy_ev": -3.77,
  "charge": 1,
  "species": ["H", "N", "H", "H", "C", "H", "N", "H", "N", "H", "O", "H", "H", "C", "N", "H"],
  "positions_angstrom": [[0.97482, 1.87199, 0.31867], [-1.42207, -1.74922, -0.11702], [3.11255, -0.72953, -0.40885], [0.41434, 1.71492, -1.05295], [2.43653, -0.51353, 0.34594], [2.55064, 0.54135, 0.72419], [0.14071, 1.48460, -0.13189], [-2.54206, 1.12987, 0.75245], [0.11603, 0.04836, 0.04261], [-2.15856, 0.95782, -0.95880], [1.21406, -0.73296, -0.41352], [-3.14388, -0.10376, 0.05080], [-0.88080, -2.51036, -0.11803], [-1.12622, -0.56311, -0.13052], [-2.27090, 0.43703, -0.04644], [2.58482, -1.28347, 1.14336]],
  "forces_ev_per_angstrom": [[-0.57, -0.42, 0.99], [-4.17, 3.03, -0.32], [1.79, -0.05, -1.19], [-0.16, -0.11, -2.03], [-1.24, 0.11, 1.52], [-0.16, -1.18, -0.39], [0.70, -1.12, 0.66], [2.24, -0.97, -1.33], [0.05, 1.28, 0.24], [-1.02, -0.23, 1.28], [-1.15, 0.98, 0.19], [0.38, -0.54, -1.23], [3.04, -3.05, -0.21], [2.13, 0.07, 2.15], [-1.33, 1.34, 0.07], [-0.53, 0.85, -0.37]]
}

=====

2.
{
  "formula": "C2H9N6",
  "method": "the ωB97M-V functional and the def2-TZVPD basis",
  "relative_energy_kcal_mol": 98.2,
  "lumo_energy_ev": -3.51,
  "charge": 1,
  "species": ["H", "H", "H", "N", "H", "H", "N", "H", "H", "N", "H", "C", "N", "C", "N", "H", "N"],
  "positions_angstrom": [[0.08981, -1.96962, -1.29241], [-2.29307, 0.18746, 1.12959], [-0.80488, -0.29060, -1.24074], [0.32402, -1.97948, -0.20947], [-0.25531, -2.70252, 0.29557], [1.27645, 2.01329, 1.08361], [-0.51608, 1.39099, -0.00968], [-2.78502, 0.33821, -0.44880], [-1.02333, 1.93197, 0.80414], [-2.17718, -0.13265, 0.22188], [2.45070, -1.44158, 0.00605], [1.59559, 0.19946, 0.12556], [-0.86097, 0.09629, -0.17301], [1.00771, 1.49790, 0.07889], [2.56777, -0.46220, -0.04803], [1.38028, 2.09256, -0.81762], [0.02350, -0.76949, 0.49448]],
  "forces_ev_per_angstrom": [[0.48, -0.01, 2.65], [-0.31, 0.66, 2.18], [-0.46, 1.70, 2.15], [-2.33, -0.21, -0.35], [0.82, 0.69, -1.28], [-0.39, -0.49, -1.84], [1.87, 3.79, 1.54], [-0.06, -0.02, 0.36], [1.20, -2.04, -2.05], [-1.01, -1.18, -2.54], [-0.13, -1.75, 0.18], [-3.63, -2.25, 0.70], [-0.90, -3.10, -2.89], [-0.54, 3.49, 0.65], [1.77, 1.31, -0.47], [-0.33, -0.63, 1.31], [3.95, 0.05, -0.30]]
}

=====

| no. | highest occupied orbital energy (eV) |
| --- | --- |
| 1 | -13.66 |
| 2 | -13.86 |